Entry 1:
{"formula": "C3H4O4Sm", "method": "ωB97M-V with the def2-TZVPD basis set", "total_charge": 1, "lumo_ev": [-3.7, -3.9], "multiplicity": 8, "symbols": ["O", "C", "C", "O", "O", "C", "Sm", "H", "H", "H", "O", "H"], "positions_angstrom": [[-0.470517, 1.426418, -1.214518], [0.112881, 0.281120, -0.970282], [0.356406, 2.497446, -0.753382], [-0.380702, -0.789583, -1.290124], [1.202494, 0.405037, -0.253299], [1.494858, 1.807777, -0.032720], [-0.269141, -3.446133, -1.334168], [0.653617, 3.128677, -1.593823], [2.514310, 2.020667, -0.365264], [-0.122215, 3.056119, 0.187379], [1.255365, 2.216259, 1.374288], [2.091917, 2.197805, 1.850109]], "atomic_forces_ev_per_a": [[-0.19, 0.53, -0.54], [-1.46, -0.85, 0.24], [-0.66, 1.31, 2.08], [0.64, -0.11, 0.01], [1.37, 0.26, 0.48], [-0.65, 0.67, 2.19], [-0.08, 0.58, 0.04], [-0.27, -0.02, 0.27], [-0.21, -0.18, 0.24], [0.33, -0.82, -2.79], [1.06, -1.23, -2.39], [0.11, -0.15, 0.17]], "lowdin_charge": [0.121, -0.588, -0.040, -0.061, 0.141, -0.230, 1.030, 0.147, 0.173, 0.193, 0.010, 0.103]}

Entry 2:
{"formula": "C23H22ClNO6", "method": "ωB97M-V with the def2-TZVPD basis set", "lumo_ev": 0.2, "smiles": "CCCc1cc(=O)oc2cc(OCC(=O)N[C@H](Cc3ccc(Cl)cc3)C(=O)O)ccc12", "symbols": ["C", "C", "H", "H", "C", "C", "C", "C", "O", "O", "C", "C", "C", "C", "C", "C", "H", "H", "O", "C", "C", "O", "N", "H", "C", "C", "O", "O", "H", "H", "C", "C", "C", "C", "C", "C", "C", "H", "H", "Cl", "H", "H", "H", "H", "H", "H", "H", "H", "H", "H", "H", "H", "H"], "positions_angstrom": [[5.429198, 1.893057, -1.025786], [5.275603, 0.590451, -1.802832], [5.519597, 0.778842, -2.851126], [5.983054, -0.155312, -1.437485], [3.851652, 0.038592, -1.743078], [3.423546, -0.573915, -0.440705], [4.255956, -0.777071, 0.604337], [3.833581, -1.378874, 1.851049], [4.534492, -1.536942, 2.819940], [2.530603, -1.802879, 1.926631], [1.677456, -1.649925, 0.892328], [0.398911, -2.164091, 1.061345], [-0.543079, -2.044328, 0.050222], [-0.208441, -1.358376, -1.119593], [1.066252, -0.866795, -1.286548], [2.050742, -1.014369, -0.305050], [1.303095, -0.358075, -2.206593], [-0.934031, -1.204693, -1.901295], [-1.749026, -2.632754, 0.288233], [-2.685300, -2.686859, -0.768152], [-3.376655, -1.337975, -0.996020], [-3.561931, -0.859451, -2.092795], [-3.740039, -0.752570, 0.159471], [-3.564086, -1.235269, 1.027583], [-4.398527, 0.524403, 0.207073], [-5.897321, 0.397802, 0.465334], [-6.647419, 1.330420, 0.537642], [-6.282990, -0.869216, 0.625118], [-7.242167, -0.916789, 0.767703], [-4.277576, 0.975795, -0.786210], [-3.775434, 1.430087, 1.283736], [-2.295872, 1.586444, 1.070795], [-1.386471, 0.992210, 1.935222], [-0.024101, 1.159019, 1.762065], [0.431910, 1.919916, 0.699732], [-0.456841, 2.494376, -0.195426], [-1.814444, 2.326461, -0.002888], [-2.508459, 2.789532, -0.688035], [-0.087517, 3.079613, -1.022521], [2.126337, 2.181196, 0.505553], [0.674626, 0.713510, 2.452225], [-1.739922, 0.406699, 2.771241], [-4.275505, 2.398790, 1.236992], [-3.964828, 0.994401, 2.267161], [-3.437834, -3.417048, -0.454467], [-2.228235, -3.029287, -1.702176], [0.148465, -2.673252, 1.977076], [5.295141, -0.495941, 0.583980], [3.733254, -0.729227, -2.514742], [3.159268, 0.849621, -1.983269], [6.456658, 2.245462, -1.076325], [4.783440, 2.661441, -1.445746], [5.161221, 1.763166, 0.019058]], "atomic_forces_ev_per_a": [[0.08, -0.16, -0.10], [-0.20, 0.10, 0.06], [0.04, -0.09, 0.03], [0.05, -0.04, -0.07], [0.32, -0.03, -0.04], [0.36, -0.12, 0.34], [-0.16, 0.11, -0.55], [0.47, -0.04, 0.46], [-0.30, 0.04, -0.32], [-0.01, -0.10, 0.28], [-0.55, 0.11, -0.78], [0.07, -0.02, 0.01], [0.49, 0.15, 0.03], [-0.42, -0.13, -0.05], [0.27, -0.08, 0.29], [-0.28, -0.24, 0.31], [0.04, 0.07, -0.11], [-0.10, 0.00, -0.11], [0.02, -0.09, 0.23], [-0.08, -0.03, -0.34], [0.33, -0.37, 0.25], [-0.11, 0.03, -0.38], [-0.06, 0.26, 0.34], [0.08, -0.01, -0.11], [-0.09, 0.01, -0.03], [-0.01, 0.27, -0.12], [-0.02, 0.19, -0.01], [-0.13, -0.70, 0.06], [0.13, 0.31, -0.02], [-0.09, -0.05, 0.21], [-0.03, -0.03, -0.27], [-0.03, -0.01, 0.12], [-0.06, 0.12, -0.10], [0.12, 0.07, -0.08], [-0.29, -0.05, 0.09], [0.07, 0.00, 0.01], [0.02, -0.06, 0.10], [-0.09, 0.07, -0.11], [0.06, 0.06, -0.07], [0.24, 0.20, 0.00], [0.11, -0.03, 0.06], [-0.07, -0.07, 0.11], [-0.04, -0.07, 0.09], [-0.04, 0.05, 0.05], [0.09, 0.08, -0.07], [-0.07, 0.13, 0.10], [-0.03, -0.09, 0.14], [0.08, 0.05, -0.01], [-0.11, 0.04, -0.01], [-0.08, -0.04, -0.06], [0.07, 0.10, 0.05], [-0.06, 0.11, -0.02], [0.00, 0.05, 0.14]], "lowdin_charge": [-0.113, -0.251, 0.108, 0.105, -0.169, -0.190, 0.054, -0.438, 0.114, 0.126, -0.195, 0.083, -0.247, 0.007, -0.003, -0.139, 0.117, 0.110, -0.036, -0.086, -0.467, 0.081, 0.122, 0.160, -0.204, -0.483, 0.125, 0.126, 0.139, 0.163, -0.078, -0.226, -0.028, -0.095, -0.649, -0.090, -0.023, 0.122, 0.107, 0.776, 0.112, 0.119, 0.132, 0.129, 0.143, 0.139, 0.139, 0.120, 0.131, 0.105, 0.073, 0.070, 0.054]}

Per-record energy, Ha: -1075.2908 -1856.1126
Per-record largest force on an atom, eV/Å: 2.93 0.96